{"formula": "C35H34AlF9N7P", "method": "ωB97M-V with the def2-TZVPD basis set", "lumo_energy_ev": -5.39, "homo_energy_ev": -12.28, "e_above_lowest_ev": 0.000, "gap_ev": 6.9, "total_charge": 2, "elements": ["Al", "N", "C", "N", "N", "C", "N", "H", "H", "H", "H", "N", "C", "N", "C", "C", "C", "C", "C", "H", "H", "H", "H", "H", "H", "H", "H", "H", "H", "C", "C", "C", "C", "C", "C", "N", "H", "H", "H", "H", "H", "H", "H", "H", "F", "C", "F", "F", "C", "C", "C", "C", "C", "C", "P", "C", "C", "C", "C", "C", "C", "C", "F", "F", "F", "C", "C", "C", "C", "C", "C", "C", "F", "F", "F", "H", "H", "H", "H", "H", "H", "H", "H", "H", "H", "H", "H"], "coordinates": [[-6.3526, -21.4097, 9.4867], [-11.9747, -21.2729, 12.4302], [-11.0349, -21.2865, 11.4793], [-11.3067, -20.7902, 10.2840], [-9.8440, -21.8076, 11.8093], [-8.8928, -21.8423, 10.9955], [-7.9107, -21.9027, 10.3738], [-12.9190, -20.8449, 12.2895], [-11.7761, -21.5448, 13.3407], [-12.2340, -20.4398, 10.0582], [-10.5993, -20.5857, 9.6225], [-6.3144, -22.8596, 8.3322], [-5.8800, -23.8078, 7.7985], [-5.4421, -24.8617, 7.2004], [-5.2606, -26.1640, 7.9155], [-3.8222, -26.7531, 7.5849], [-2.7536, -25.6515, 7.5107], [-3.0991, -24.6880, 6.3872], [-4.6080, -24.7427, 5.9784], [-5.9978, -26.8672, 7.5996], [-5.3014, -25.9621, 8.9832], [-3.8381, -27.2911, 6.6177], [-3.5858, -27.4729, 8.3862], [-1.7286, -26.0107, 7.3980], [-2.7467, -25.0834, 8.4644], [-2.5485, -24.8320, 5.4862], [-2.8864, -23.6356, 6.7257], [-4.9188, -25.6052, 5.3862], [-4.8241, -23.8596, 5.4353], [-5.9045, -21.2889, 12.7014], [-4.7383, -21.1225, 11.8156], [-3.4408, -20.7862, 12.1150], [-2.6884, -20.7954, 10.9080], [-3.5732, -21.0635, 9.8952], [-3.3479, -21.2051, 8.4473], [-4.8515, -21.2245, 10.4104], [-5.6826, -20.8902, 13.6950], [-6.2400, -22.3251, 12.8176], [-6.7718, -20.7484, 12.3420], [-3.0148, -20.6237, 13.0721], [-1.6351, -20.5862, 10.8097], [-2.3968, -20.7919, 8.1184], [-4.0992, -20.7095, 7.8834], [-3.2906, -22.2438, 8.1448], [-12.1014, -16.1421, 11.8865], [-11.2570, -16.9943, 12.4444], [-12.0034, -17.9935, 12.9408], [-10.6625, -16.4142, 13.5078], [-10.2429, -17.5202, 11.4379], [-9.1342, -18.1634, 11.9346], [-8.2201, -18.6889, 11.0467], [-8.3688, -18.5045, 9.6427], [-9.4871, -17.8037, 9.1688], [-10.4446, -17.3307, 10.0732], [-7.1408, -19.1967, 8.5223], [-5.7851, -18.0413, 8.6399], [-5.5285, -17.3246, 9.8368], [-4.3385, -16.6403, 9.9986], [-3.3775, -16.7275, 8.9850], [-3.6618, -17.2798, 7.7546], [-4.8647, -17.9405, 7.6093], [-1.9754, -16.2054, 9.2258], [-1.5975, -15.4875, 8.1457], [-1.0690, -17.1854, 9.3760], [-1.8556, -15.4263, 10.2833], [-7.7777, -19.1541, 6.8779], [-7.8218, -17.9492, 6.1149], [-8.2917, -17.9204, 4.8071], [-8.6186, -19.1385, 4.1966], [-8.5699, -20.3508, 4.9218], [-8.1585, -20.3534, 6.2591], [-8.8981, -19.1635, 2.7122], [-8.7312, -17.9372, 2.1725], [-8.0604, -20.0156, 2.1032], [-10.1170, -19.6103, 2.4717], [-8.9892, -18.3331, 13.0061], [-7.3418, -19.2867, 11.4004], [-9.5983, -17.5944, 8.1365], [-11.2724, -16.7720, 9.7514], [-6.2365, -17.1811, 10.6724], [-4.0141, -16.0781, 10.9106], [-2.8802, -17.3260, 6.9377], [-5.1354, -18.4310, 6.7136], [-7.4675, -17.0342, 6.5863], [-8.3955, -16.9595, 4.2571], [-8.7967, -21.3114, 4.4596], [-8.1880, -21.3262, 6.7510]]}

=====

{"formula": "C35H34AsBF5O3P2S4Ti", "method": "ωB97M-V with the def2-TZVPD basis set", "lumo_energy_ev": 1.87, "homo_energy_ev": -4.79, "e_above_lowest_ev": 1.474, "gap_ev": 6.7, "total_charge": -1, "elements": ["Ti", "O", "P", "C", "P", "O", "C", "C", "C", "C", "C", "C", "C", "C", "C", "C", "C", "C", "C", "C", "C", "C", "C", "C", "C", "C", "C", "C", "C", "C", "H", "H", "H", "H", "H", "H", "H", "H", "H", "H", "H", "H", "H", "H", "H", "H", "H", "H", "H", "H", "H", "H", "S", "As", "S", "S", "S", "F", "C", "C", "C", "C", "C", "C", "C", "H", "H", "H", "H", "H", "H", "C", "C", "C", "O", "H", "H", "H", "H", "H", "H", "F", "B", "F", "F", "F"], "coordinates": [[0.4589, -0.4786, 0.0721], [0.6053, 1.8130, -0.0416], [0.4715, 3.2642, -0.2798], [-1.2811, 3.7115, -0.6830], [-2.2995, 2.5146, 0.2877], [-2.0292, 1.1456, -0.1649], [-1.9700, 2.8542, 2.0371], [-1.8622, 4.1482, 2.5357], [-1.6162, 4.3438, 3.8814], [-1.4761, 3.2534, 4.7280], [-1.5767, 1.9637, 4.2331], [-1.8314, 1.7646, 2.8855], [-4.0441, 2.9292, -0.0607], [-4.9646, 3.3096, 0.9032], [-6.2999, 3.4443, 0.5590], [-6.7118, 3.1974, -0.7395], [-5.7954, 2.8055, -1.7023], [-4.4656, 2.6648, -1.3582], [1.4671, 3.8811, -1.6756], [0.9700, 4.6389, -2.7277], [1.8149, 5.0428, -3.7461], [3.1566, 4.7004, -3.7141], [3.6580, 3.9543, -2.6595], [2.8169, 3.5479, -1.6405], [0.9594, 4.2560, 1.1580], [0.9094, 5.6456, 1.1406], [1.2999, 6.3596, 2.2572], [1.7542, 5.6908, 3.3848], [1.8169, 4.3072, 3.3961], [1.4190, 3.5885, 2.2835], [-1.4672, 3.4600, -1.7313], [-1.5127, 4.7588, -0.5045], [-1.9582, 4.9930, 1.8679], [-1.5262, 5.3527, 4.2616], [-1.2855, 3.4150, 5.7807], [-1.4354, 1.1106, 4.8801], [-1.9037, 0.7674, 2.4727], [-4.6387, 3.4889, 1.9186], [-7.0220, 3.7371, 1.3083], [-7.7535, 3.3048, -1.0016], [-6.1226, 2.6043, -2.7122], [-3.7409, 2.3228, -2.0842], [-0.0750, 4.9131, -2.7628], [1.4222, 5.6213, -4.5700], [3.8080, 5.0118, -4.5166], [4.7001, 3.6766, -2.6328], [3.1907, 2.9527, -0.8215], [0.5733, 6.1619, 0.2507], [1.2583, 7.4403, 2.2506], [2.0693, 6.2537, 4.2513], [2.1808, 3.7825, 4.2659], [1.4722, 2.5096, 2.2756], [-1.5894, -2.7083, 2.3925], [0.6954, -2.2008, 2.4144], [0.8134, -0.0547, 2.6039], [1.3855, -2.7462, 0.4183], [1.3954, -3.3082, 4.0443], [4.9694, -0.6714, -4.6897], [3.7721, -0.6277, -4.0380], [3.2179, -1.7978, -3.5530], [1.9852, -1.7502, -2.9396], [1.2957, -0.5364, -2.7680], [0.0289, -0.4880, -2.0572], [1.9050, 0.6246, -3.2674], [3.1324, 0.5872, -3.8944], [3.7491, -2.7315, -3.6600], [1.5517, -2.6653, -2.5505], [-0.5741, -1.3850, -2.2432], [-0.5534, 0.4123, -2.2894], [1.4084, 1.5781, -3.1373], [3.5969, 1.4867, -4.2690], [-3.4024, -1.4549, 0.7511], [-1.9902, -2.0437, 0.6708], [-1.9547, -3.2272, -0.3066], [-1.0509, -1.1239, 0.3831], [-4.1112, -2.2347, 1.0141], [-3.6634, -1.0251, -0.2164], [-3.4392, -0.6724, 1.5063], [-2.5047, -4.0648, 0.1102], [-0.9184, -3.5310, -0.4737], [-2.4086, -2.9370, -1.2553], [3.3338, 1.4043, 1.0610], [3.6177, 0.3537, 0.2256], [2.2734, -0.0801, -0.2958], [4.1241, -0.7202, 0.8708], [4.3563, 0.7538, -0.8440]]}

=====

{"formula": "C35H34BF6NO2S", "method": "ωB97M-V with the def2-TZVPD basis set", "lumo_energy_ev": -0.52, "homo_energy_ev": -5.41, "e_above_lowest_ev": 4.883, "gap_ev": 4.9, "total_charge": 0, "elements": ["C", "C", "C", "C", "C", "B", "C", "C", "C", "C", "F", "F", "F", "C", "C", "C", "F", "F", "F", "C", "O", "C", "C", "C", "C", "C", "O", "S", "H", "H", "H", "H", "H", "H", "H", "H", "H", "H", "H", "H", "H", "H", "H", "H", "H", "H", "C", "C", "N", "C", "C", "C", "C", "C", "C", "C", "C", "C", "C", "C", "C", "C", "C", "C", "H", "H", "H", "H", "H", "H", "H", "H", "H", "H", "H", "H", "H", "H", "H", "H"], "coordinates": [[1.8123, -3.7929, 4.0694], [1.4099, -3.1582, 2.7984], [1.8912, -3.5075, 1.5430], [1.1594, -2.9536, 0.4656], [-0.0160, -2.2568, 0.8253], [1.6302, 2.4371, -0.1093], [-1.3599, -2.6142, 0.3935], [-2.4876, -2.1109, 1.1004], [-3.7591, -2.5672, 0.7820], [-4.9463, -2.1069, 1.5849], [-5.9684, -3.0082, 1.5111], [-4.6268, -1.9467, 2.9075], [-5.4375, -0.9113, 1.1172], [-3.9460, -3.4627, -0.2628], [-2.8582, -3.9088, -0.9987], [-3.0805, -4.8621, -2.1430], [-2.9560, -4.2171, -3.3481], [-2.1667, -5.8867, -2.1261], [-4.3258, -5.4169, -2.1036], [-1.5704, -3.4879, -0.6978], [1.4042, 2.7526, 1.2139], [1.7003, 1.5845, 2.0527], [3.1859, 1.2033, 1.8231], [4.0985, 2.4618, 1.8871], [3.7928, 0.2146, 2.8161], [3.1108, 0.5640, 0.4299], [2.5092, 1.4594, -0.5307], [0.1854, -1.9408, 2.6042], [2.5023, -4.6099, 3.8525], [2.3094, -3.0828, 4.7325], [0.9680, -4.2269, 4.6111], [2.7325, -4.1906, 1.4255], [1.4231, -3.1045, -0.5565], [-2.3777, -1.3477, 1.8731], [-4.9289, -3.8358, -0.4923], [-0.7227, -3.8484, -1.2898], [1.4361, 1.7887, 3.0969], [0.9920, 0.7943, 1.6621], [5.1366, 2.1894, 1.6404], [3.7637, 3.2763, 1.2206], [4.0888, 2.8319, 2.9268], [4.8382, 0.0367, 2.5039], [3.8052, 0.6459, 3.8346], [3.2580, -0.7477, 2.8100], [4.1220, 0.3157, 0.0467], [2.4654, -0.3380, 0.5159], [-2.8469, 2.0364, 0.7402], [-1.5513, 2.3649, 0.1167], [-1.1781, 3.6806, 0.0193], [-1.7994, 4.7871, 0.7115], [-0.0743, 3.8590, -0.7679], [0.3941, 2.5461, -1.1424], [1.2191, 2.5579, -2.3349], [2.1043, 3.6109, -2.4429], [1.9474, 4.7674, -1.6517], [0.7395, 4.9727, -0.9544], [-0.6049, 1.5626, -0.5353], [-0.4800, 0.1474, -0.7413], [-0.4561, -0.2160, -2.1609], [-0.9495, 0.6860, -3.1722], [-0.7218, 0.5037, -4.5268], [-0.0909, -0.6501, -4.9963], [0.2605, -1.6158, -4.0563], [0.0406, -1.4357, -2.6875], [-2.8623, 1.0148, 1.1260], [-3.0574, 2.7093, 1.5761], [-3.6787, 2.1270, 0.0264], [-1.0533, 5.5803, 0.8209], [-2.6482, 5.2091, 0.1607], [-2.1288, 4.5065, 1.7172], [1.1370, 1.7438, -3.0408], [2.9425, 3.5705, -3.1505], [2.7347, 5.5301, -1.6379], [0.5115, 5.9350, -0.5168], [-0.6493, -0.5248, 0.0569], [-1.5020, 1.5894, -2.8804], [-1.0419, 1.2682, -5.2358], [0.1655, -0.7488, -6.0531], [0.7222, -2.5363, -4.4080], [0.2592, -2.2458, -1.9972]]}